Entry from OMol25: C5H11N2S as an isolated structure in a non-equilibrium geometry (the ωB97M-V functional and the def2-TZVPD basis).

Calculated values
2S+1 = 1
HOMO level = -12.42 eV
Charge = +1
Gap between HOMO and LUMO = 8.96 eV
E_tot = -19169.69783 eV

Geometry (Å):
1 C 0.23207 0.69418 1.44146
2 C -1.51143 -0.92324 0.73650
3 C 0.40786 0.11703 -0.41987
4 C 1.52253 -0.91055 -0.45132
5 C 0.62473 1.36217 -1.21687
6 N -0.85515 -0.07522 1.78768
7 N -1.12318 -0.35063 -0.57109
8 S 1.05240 1.83260 2.14404
9 H -1.14633 -2.04012 0.71994
10 H -2.64497 -0.96077 1.00916
11 H 1.37783 -1.79472 -0.98982
12 H 1.78519 -1.29820 0.62919
13 H 2.39163 -0.35965 -0.81712
14 H 1.48065 1.11167 -1.85655
15 H 0.80317 2.41731 -0.66498
16 H -0.24030 1.46404 -1.84191
17 H -1.41820 0.04218 2.61413
18 H -1.11874 -0.92586 -1.43087
19 H -1.61975 0.59778 -0.82171

Entry from OMol25: an isolated molecule of C14H22ClF2O9PS2 in a non-equilibrium geometry (the ωB97M-V functional and the def2-TZVPD basis).

Calculated values
2S+1 = 1
HOMO level = -9.04 eV
Gap between HOMO and LUMO = 8.93 eV
E_tot = -82217.59882 eV

Geometry (Å):
1 C -0.96320 -4.81717 2.98939
2 C -2.13915 -4.46399 2.11937
3 O -3.10337 -5.19358 2.04795
4 O -2.13402 -3.29961 1.40272
5 C -0.93138 -3.05926 0.68023
6 C -1.11488 -1.88724 -0.24585
7 O -2.37343 -2.19080 -0.89270
8 S -2.80013 -1.23637 -2.14178
9 O -3.06771 -2.12492 -3.22147
10 O -1.34613 -0.51234 -2.54029
11 C -1.24334 0.73048 -1.83763
12 C -0.43199 1.69929 -2.73816
13 C 0.03557 1.00308 -3.98138
14 O -0.58865 0.86306 -5.01015
15 F 1.28618 0.52596 -3.85150
16 C -0.59561 0.62820 -0.44864
17 F 0.74607 0.34416 -0.64504
18 C -0.79005 2.00842 0.21018
19 C 0.48861 2.63478 0.78581
20 C 1.35860 3.42558 -0.20876
21 C 2.65855 2.68210 -0.51094
22 S 4.06511 3.70776 -0.97315
23 O 4.72057 3.06644 -2.06360
24 O 4.87115 3.88901 0.19170
25 Cl 3.33837 5.53031 -1.51390
26 C -1.17899 -0.49968 0.43585
27 P -0.36840 -0.30841 2.12215
28 C 1.33149 -0.99500 2.01245
29 O -1.04868 -1.38745 3.17325
30 H -1.05291 -5.86708 3.21675
31 H -0.00506 -4.68948 2.50732
32 H -0.98057 -4.28861 3.93182
33 H -0.76601 -3.92603 0.04189
34 H -0.06009 -2.97080 1.31334
35 H -0.30630 -1.93518 -0.96228
36 H -2.22865 1.16997 -1.71894
37 H 0.45538 2.02955 -2.22482
38 H -1.04674 2.54457 -2.99869
39 H -1.21690 2.70846 -0.49968
40 H -1.50844 1.93797 1.01187
41 H 0.16202 3.33820 1.54082
42 H 1.05807 1.88353 1.31265
43 H 1.64364 4.34791 0.28239
44 H 0.82861 3.71287 -1.10505
45 H 2.99537 2.13670 0.35573
46 H 2.55177 1.96511 -1.31234
47 H -2.22630 -0.26203 0.59055
48 H 1.95316 -0.43925 2.69765
49 H 1.32100 -2.02408 2.36026
50 H 1.70706 -1.01099 0.99973
51 H -1.95923 -1.12413 3.31291

Entry from OMol25: a 2-piece molecular cluster, C8H10Cl2N4 overall in a non-equilibrium geometry (the ωB97M-V functional and the def2-TZVPD basis).

Calculated values
2S+1 = 1
HOMO level = -8.57 eV
Gap between HOMO and LUMO = 8.88 eV
E_tot = -39458.69287 eV

Geometry (Å):
1 C -0.81275 -2.20750 3.23422
2 C -1.42049 -1.01526 3.17580
3 C -0.02310 -2.60876 2.22763
4 C -1.27984 -0.16660 2.04756
5 C 0.26228 -1.82815 1.17307
6 C -0.32078 -0.49786 1.08025
7 C 0.02948 0.45585 -0.00697
8 C 0.76127 1.04745 -3.56173
9 N 0.49200 3.17047 -2.74618
10 N 1.30712 2.08483 -3.11665
11 N 1.46335 -0.08202 -3.93821
12 N 1.08831 0.83503 -0.62847
13 Cl 1.16484 -1.40311 -2.87861
14 Cl 2.57048 0.13360 -0.18947
15 H -0.97878 -2.81195 4.15553
16 H -2.29299 -0.74358 3.75011
17 H 0.35959 -3.61113 2.12685
18 H -1.79316 0.66007 1.74974
19 H 0.54897 -2.32748 0.22302
20 H -0.83712 1.04644 -0.42368
21 H -0.41916 3.18136 -3.14084
22 H -0.31068 0.87731 -3.72496
23 H 0.99363 4.03047 -2.93294
24 H 2.44589 -0.00290 -4.06071

Entry from OMol25: a 3-piece molecular cluster, C26H59NO7PSSi4 overall in a non-equilibrium geometry (the ωB97M-V functional and the def2-TZVPD basis).

Calculated values
2S+1 = 1
HOMO level = -11.57 eV
Charge = +1
Gap between HOMO and LUMO = 7.04 eV
E_tot = -95379.36817 eV

Geometry (Å):
1 C 1.91040 2.28067 -1.79905
2 C 1.18665 1.22868 -0.96160
3 C 1.41237 -0.20173 -1.46294
4 C 1.28209 -0.40688 -2.94764
5 O -0.10169 -0.24394 -3.31150
6 O -0.38280 -1.20889 -4.33899
7 C -1.70635 -1.29295 -4.46528
8 O -2.20440 -1.63690 -5.47040
9 C -2.50948 -0.98915 -3.24642
10 C -3.47963 -0.00674 -3.31134
11 C -4.27416 0.29917 -2.20201
12 C -5.31378 1.37849 -2.23022
13 C -6.21577 1.28126 -3.46984
14 C -6.18816 1.40663 -0.97935
15 C -5.45406 1.79954 0.33261
16 N -4.05852 -0.41823 -1.09285
17 C -3.11347 -1.39535 -0.98786
18 P -2.95099 -2.20354 0.63291
19 O -2.15734 -3.53656 0.40800
20 O -4.42419 -2.62428 1.01368
21 S -2.14450 -1.06500 1.96180
22 C -2.32384 -1.70048 -2.06214
23 H 2.95751 2.01237 -1.88826
24 H 1.81467 3.27449 -1.37808
25 H 1.43897 2.31894 -2.77884
26 H 0.12553 1.45600 -0.88470
27 H 1.58130 1.28500 0.05082
28 H 0.72949 -0.86433 -0.93007
29 H 2.41719 -0.49620 -1.16699
30 H 1.87561 0.30280 -3.51505
31 H 1.59609 -1.40762 -3.22750
32 H -3.60182 0.53448 -4.23287
33 H -4.78236 2.32929 -2.29476
34 H -5.67183 1.10182 -4.38921
35 H -6.93047 0.47495 -3.34361
36 H -6.74825 2.21814 -3.56820
37 H -6.75247 0.48292 -0.87915
38 H -6.93933 2.16866 -1.15910
39 H -5.62971 1.03250 1.08512
40 H -5.80232 2.74321 0.72232
41 H -4.37848 1.82491 0.17370
42 H -4.62578 -0.23715 -0.26820
43 H -1.21345 -3.36596 0.54675
44 H -4.60252 -2.20701 1.87274
45 H -1.58354 -2.48102 -2.01239
46 O 0.45359 6.80031 2.67615
47 Si 0.34310 5.70275 1.46278
48 C 1.34988 4.17756 1.86004
49 C 0.98195 6.44109 -0.13410
50 C -1.43458 5.18811 1.20536
51 Si 1.60051 7.68911 3.46785
52 C 0.80669 8.73524 4.78816
53 C 2.48848 8.81085 2.26289
54 C 2.84994 6.55062 4.27044
55 H 2.41708 4.40473 1.89142
56 H 1.19126 3.40723 1.10164
57 H 1.06255 3.76560 2.82993
58 H 0.48036 7.38519 -0.35531
59 H 0.80799 5.75830 -0.96957
60 H 2.05480 6.63376 -0.07658
61 H -2.06031 6.04350 0.94343
62 H -1.84915 4.72385 2.10269
63 H -1.48994 4.46337 0.38895
64 H 0.08014 9.43007 4.36242
65 H 1.57023 9.31852 5.30561
66 H 0.29115 8.11978 5.52810
67 H 3.07238 8.23617 1.54085
68 H 3.17298 9.47312 2.79577
69 H 1.77855 9.42824 1.70834
70 H 3.42742 6.00406 3.52189
71 H 2.35487 5.82135 4.91540
72 H 3.54834 7.12629 4.88032
73 O 3.51518 -6.89821 -0.04167
74 Si 2.59822 -5.68382 -0.64590
75 C 2.23518 -4.38049 0.64943
76 C 0.97184 -6.35158 -1.29488
77 C 3.48648 -4.84339 -2.05474
78 Si 3.44852 -8.05642 1.13695
79 C 5.00865 -9.07082 1.13534
80 C 1.99006 -9.18963 0.83872
81 C 3.25400 -7.24747 2.81348
82 H 1.60180 -4.77084 1.44988
83 H 1.71962 -3.53169 0.18858
84 H 3.15813 -4.01339 1.10163
85 H 1.14076 -7.16418 -2.00324
86 H 0.41111 -5.56452 -1.80675
87 H 0.34891 -6.73527 -0.48377
88 H 3.70156 -5.54475 -2.86258
89 H 4.43012 -4.40394 -1.72596
90 H 2.86231 -4.04298 -2.46046
91 H 5.15390 -9.57638 0.17877
92 H 4.95504 -9.83160 1.91594
93 H 5.88712 -8.45125 1.32575
94 H 1.04264 -8.65826 0.95392
95 H 1.99988 -10.01504 1.55251
96 H 2.02170 -9.60934 -0.16899
97 H 2.29045 -6.74013 2.90118
98 H 4.04180 -6.51057 2.98422
99 H 3.31236 -7.99779 3.60371

Entry from OMol25: C46H35N2O2ReS as an isolated structure (the ωB97M-V functional and the def2-TZVPD basis).

Calculated values
2S+1 = 2
HOMO level (alpha / beta) = -10.54 / -10.72 eV
Charge = +1
Gap between HOMO and LUMO (alpha / beta) = 7.27 / 7.49 eV
<S²> = 0.755
E_tot = -68307.87146 eV

Geometry (Å):
1 Re -0.00718 0.04731 -0.33478
2 O -1.46027 1.19284 -0.50944
3 C -2.66245 1.27645 0.28398
4 C -2.23558 1.62306 1.70164
5 C -1.29927 0.69405 2.43560
6 C -1.24277 0.83111 3.81581
7 C -0.41402 0.02019 4.56123
8 C 0.33396 -0.93865 3.90298
9 C 0.25239 -1.03751 2.52847
10 C 1.09999 -2.03255 1.79360
11 C 2.27650 -1.33221 1.08796
12 O 1.71642 -0.51723 0.04962
13 C 3.03532 -0.46350 2.07803
14 C 3.83768 -1.08701 3.03034
15 C 4.48100 -0.34286 4.00486
16 C 4.33837 1.03930 4.03376
17 C 3.55513 1.66569 3.07880
18 C 2.90536 0.91674 2.10444
19 C 3.20424 -2.30333 0.37278
20 C 3.04912 -3.68008 0.41841
21 C 3.92765 -4.50943 -0.27284
22 C 4.95893 -3.96488 -1.01594
23 C 5.11641 -2.58370 -1.06891
24 C 4.24674 -1.76152 -0.37812
25 N -0.53846 -0.21786 1.79240
26 C -3.48257 2.44583 -0.24837
27 C -4.84979 2.50424 -0.00016
28 C -5.59325 3.59730 -0.41768
29 C -4.97745 4.64057 -1.09388
30 C -3.61493 4.58499 -1.34502
31 C -2.86843 3.49449 -0.92119
32 C -3.43105 -0.02831 0.13887
33 C -3.80589 -0.81882 1.21620
34 C -4.52463 -1.99348 1.01351
35 C -4.88191 -2.37735 -0.26797
36 C -4.52055 -1.58310 -1.35046
37 C -3.80001 -0.42137 -1.14654
38 H -3.13207 1.74141 2.31434
39 H -1.77189 2.61421 1.66658
40 H -1.86698 1.57642 4.28887
41 H -0.35468 0.12710 5.63554
42 H 0.99690 -1.60205 4.43873
43 H 0.50382 -2.54857 1.03607
44 H 1.46923 -2.76766 2.50790
45 H 3.97020 -2.16240 3.00283
46 H 5.10305 -0.84017 4.73672
47 H 4.84844 1.62185 4.78866
48 H 3.45189 2.74273 3.08555
49 H 2.31201 1.42097 1.35202
50 H 2.24729 -4.13378 0.98482
51 H 3.79914 -5.58230 -0.22676
52 H 5.64209 -4.60986 -1.55159
53 H 5.92271 -2.15127 -1.64577
54 H 4.37140 -0.68614 -0.41314
55 H -5.34400 1.68770 0.51233
56 H -6.65633 3.62875 -0.22135
57 H -5.55853 5.48964 -1.42663
58 H -3.12983 5.39307 -1.87606
59 H -1.80717 3.45296 -1.12783
60 H -3.55582 -0.53475 2.23045
61 H -4.81319 -2.59883 1.86238
62 H -5.45104 -3.28404 -0.42455
63 H -4.80250 -1.87189 -2.35412
64 H -3.52220 0.19737 -1.99113
65 S 1.26658 0.52970 -4.65731
66 C 1.77354 1.97130 -3.82555
67 C 2.46386 3.06708 -4.33609
68 C 2.74527 4.10639 -3.47298
69 C 2.34441 4.06125 -2.13132
70 C 1.66091 2.97556 -1.62644
71 C 1.38112 1.91899 -2.48875
72 N 0.70040 0.74790 -2.17159
73 C 0.57255 -0.04633 -3.20792
74 C -0.12960 -1.30274 -2.97179
75 C -0.40878 -2.26206 -3.93161
76 C -1.09285 -3.40955 -3.55069
77 C -1.49254 -3.58356 -2.23297
78 C -1.21403 -2.61092 -1.27633
79 C -0.52506 -1.46019 -1.63257
80 H 2.76870 3.10631 -5.37200
81 H 3.28105 4.97048 -3.83965
82 H 2.57290 4.89603 -1.48328
83 H 1.33917 2.94538 -0.59343
84 H -0.10163 -2.12909 -4.96164
85 H -1.31789 -4.16855 -4.28719
86 H -2.03097 -4.47848 -1.95007
87 H -1.55382 -2.74474 -0.25567